(1)
Entry from the OMol25 dataset: a 2-piece molecular cluster, CH3P3 overall in a non-equilibrium geometry (wB97M-V/def2-TZVPD).

The LUMO energy (alpha / beta) is -1.44 / -1.43 eV. Its charge is 0. As for the multiplicity: 1. Its energy above the lowest of the compared OMol25 structures with the same formula, charge and spin is 3.6689 eV. For the HOMO-LUMO gap (alpha / beta), the calculation gives 5.82 / 5.83 eV.

Bonds (Å) are listed after each position.
Element x y z (Å)
1 C 1.3145 0.2524 -0.1536  P2 1.728, P3 1.800, P4 1.755
2 P 2.7800 1.0266 0.3350  C1 1.728, P3 2.090
3 P 2.6538 -0.9248 -0.4032  C1 1.800, P2 2.090
4 P -0.4245 0.4051 -0.3376  C1 1.755, H6 1.310, H7 1.321
5 H 0.6990 0.5547 1.7382  no bonds
6 H -0.5965 0.5337 -1.6302  P4 1.310
7 H -0.5474 1.6507 0.0859  P4 1.321

---

(2)
Entry from the OMol25 dataset: a 12-piece molecular cluster, C40H70F2O26S2 overall in a non-equilibrium geometry (wB97M-V/def2-TZVPD).

The LUMO energy is 0.29 eV. Its charge is 0. As for the multiplicity: 1. For the HOMO-LUMO gap, the calculation gives 8.93 eV.

Bonds (Å) are listed after each position.
Element x y z (Å)
1 F -3.3424 -2.3308 2.0122  C2 1.305
2 C -3.5404 -1.8725 3.2178  F1 1.305, C3 1.354, C7 1.397
3 C -2.5216 -1.3264 3.9231  C2 1.354, C4 1.410, H8 1.080
4 C -2.7091 -0.8229 5.2263  C3 1.410, C5 1.430, H9 1.080
5 C -4.0380 -0.8398 5.7533  C4 1.430, C6 1.343, H10 1.080
6 C -5.0512 -1.3538 5.0368  C5 1.343, C7 1.362, H11 1.080
7 C -4.8246 -1.7359 3.7492  C2 1.397, C6 1.362, H12 1.080
8 H -1.5245 -1.2680 3.5123  C3 1.080
9 H -1.8996 -0.3921 5.7969  C4 1.080
10 H -4.1746 -0.4094 6.7344  C5 1.080
11 H -6.0420 -1.3541 5.4666  C6 1.080
12 H -5.6393 -2.0281 3.1032  C7 1.080
13 F 0.9993 1.9974 -2.2084  C14 1.324
14 C 0.4269 1.1792 -1.3397  F13 1.324, C15 1.364, C19 1.384
15 C -0.5926 1.5702 -0.5218  C14 1.364, C16 1.434, H20 1.080
16 C -1.1544 0.6576 0.4314  C15 1.434, C17 1.382, H21 1.080
17 C -0.7279 -0.6568 0.4361  C16 1.382, C18 1.395, H22 1.080
18 C 0.3318 -1.0299 -0.3905  C17 1.395, C19 1.371, H23 1.080
19 C 0.8670 -0.1315 -1.2766  C14 1.384, C18 1.371, H24 1.080
20 H -0.9909 2.5626 -0.6724  C15 1.080
21 H -1.9849 0.9600 1.0519  C16 1.080
22 H -1.0985 -1.3510 1.1758  C17 1.080
23 H 0.6864 -2.0498 -0.4139  C18 1.080
24 H 1.6777 -0.3575 -1.9534  C19 1.080
25 C -2.5242 -3.5988 -1.2419  S26 1.866, H29 1.090, H30 1.090, H31 1.090
26 S -1.6305 -3.1521 -2.8175  C25 1.866, O27 1.535, C28 1.800
27 O -2.1680 -4.1881 -3.8152  S26 1.535
28 C -2.4461 -1.5748 -3.1098  S26 1.800, H32 1.090, H33 1.090, H34 1.090
29 H -3.5988 -3.4268 -1.3030  C25 1.090
30 H -2.1769 -3.0305 -0.3790  C25 1.090
31 H -2.4266 -4.6709 -1.0711  C25 1.090
32 H -2.4467 -0.8762 -2.2731  C28 1.090
33 H -3.4778 -1.7445 -3.4177  C28 1.090
34 H -2.0379 -1.0340 -3.9637  C28 1.090
35 C -0.2107 -6.8741 -0.4360  S36 1.805, H39 1.090, H40 1.090, H41 1.090
36 S 0.5464 -5.8639 0.8538  C35 1.805, O37 1.493, C38 1.815
37 O -0.1090 -4.5495 0.5851  S36 1.493
38 C -0.1866 -6.5899 2.3466  S36 1.815, H42 1.090, H43 1.090, H44 1.090
39 H 0.1544 -7.8997 -0.4902  C35 1.090
40 H 0.0045 -6.4137 -1.4003  C35 1.090
41 H -1.2909 -6.8933 -0.2915  C35 1.090
42 H -1.1043 -7.1572 2.1915  C38 1.090
43 H -0.4583 -5.8523 3.1016  C38 1.090
44 H 0.5617 -7.2409 2.7987  C38 1.090
45 C -0.6358 3.0910 3.0197  O46 1.445, H51 1.090, H52 1.090, H53 1.090
46 O -0.5646 1.8745 3.7971  C45 1.445, C47 1.375
47 C 0.4745 1.6974 4.6794  O46 1.375, O48 1.240, O49 1.352
48 O 1.3584 2.5305 4.9273  C47 1.240
49 O 0.2988 0.4984 5.2780  C47 1.352, C50 1.403
50 C 1.2779 0.0822 6.1926  O49 1.403, H54 1.090, H55 1.090, H56 1.090
51 H -1.5345 3.0147 2.4077  C45 1.090
52 H 0.2609 3.1268 2.4010  C45 1.090
53 H -0.8084 3.9214 3.7044  C45 1.090
54 H 1.0860 -0.9441 6.5056  C50 1.090
55 H 1.2043 0.7251 7.0697  C50 1.090
56 H 2.2347 0.0562 5.6711  C50 1.090
57 C 5.8556 -2.7356 5.9752  O58 1.445, H63 1.090, H64 1.090, H65 1.090
58 O 5.2461 -3.1959 4.7486  C57 1.445, C59 1.352
59 C 3.9396 -2.8890 4.5878  O58 1.352, O60 1.212, O61 1.348
60 O 3.1509 -2.6149 5.4663  C59 1.212
61 O 3.5560 -3.2245 3.3399  C59 1.348, C62 1.413
62 C 2.1971 -3.1068 2.9692  O61 1.413, H66 1.090, H67 1.090, H68 1.090
63 H 6.9375 -2.8471 5.9044  C57 1.090
64 H 5.6077 -3.2663 6.8944  C57 1.090
65 H 5.6287 -1.6947 6.2056  C57 1.090
66 H 1.8180 -2.0972 3.1275  C62 1.090
67 H 1.5590 -3.7059 3.6188  C62 1.090
68 H 1.9901 -3.3697 1.9319  C62 1.090
69 C -6.0498 2.0213 6.0801  O70 1.410, H75 1.090, H76 1.090, H77 1.090
70 O -5.3881 2.1410 4.8410  C69 1.410, C71 1.387
71 C -6.1252 2.5144 3.7271  O70 1.387, O72 1.211, O73 1.276
72 O -7.3277 2.6565 3.7599  C71 1.211
73 O -5.4647 2.5860 2.6381  C71 1.276, C74 1.411
74 C -4.0631 2.5074 2.4976  O73 1.411, H78 1.090, H79 1.090, H80 1.090
75 H -6.9633 1.4275 6.0466  C69 1.090
76 H -6.2883 2.9982 6.5006  C69 1.090
77 H -5.3729 1.5884 6.8167  C69 1.090
78 H -3.5357 3.2870 3.0473  C74 1.090
79 H -3.7423 2.5313 1.4561  C74 1.090
80 H -3.7860 1.5537 2.9467  C74 1.090
81 C 4.8587 -2.3463 0.1449  O82 1.418, H87 1.090, H88 1.090, H89 1.090
82 O 3.9613 -3.4087 -0.1323  C81 1.418, C83 1.321
83 C 3.3712 -3.3056 -1.3102  O82 1.321, O84 1.245, O85 1.316
84 O 3.3398 -2.3128 -2.0604  C83 1.245
85 O 2.7767 -4.4640 -1.5013  C83 1.316, C86 1.414
86 C 1.7532 -4.7275 -2.4411  O85 1.414, H90 1.090, H91 1.090, H92 1.090
87 H 4.4810 -1.3278 0.2352  C81 1.090
88 H 5.6872 -2.3876 -0.5622  C81 1.090
89 H 5.2628 -2.3703 1.1569  C81 1.090
90 H 1.9252 -4.2076 -3.3835  C86 1.090
91 H 0.8809 -4.2765 -1.9680  C86 1.090
92 H 1.6619 -5.8059 -2.5707  C86 1.090
93 C 7.8560 4.0639 -3.0999  O94 1.359, H99 1.090, H100 1.090, H101 1.090
94 O 7.2714 2.9341 -2.6203  C93 1.359, C95 1.410
95 C 5.9709 2.5691 -3.0238  O94 1.410, O96 1.256, O97 1.358
96 O 5.2313 3.1604 -3.8492  C95 1.256
97 O 5.6037 1.4943 -2.2800  C95 1.358, C98 1.404
98 C 4.3821 0.8393 -2.5018  O97 1.404, H102 1.090, H103 1.090, H104 1.090
99 H 7.9976 3.9371 -4.1732  C93 1.090
100 H 8.7542 4.4079 -2.5872  C93 1.090
101 H 7.1751 4.9027 -2.9551  C93 1.090
102 H 3.5382 1.5111 -2.3448  C98 1.090
103 H 4.1915 -0.0013 -1.8346  C98 1.090
104 H 4.4522 0.5293 -3.5444  C98 1.090
105 C -6.1614 0.0488 -5.6777  O106 1.402, H111 1.090, H112 1.090, H113 1.090
106 O -4.9705 0.3708 -5.0120  C105 1.402, C107 1.320
107 C -4.8333 1.4539 -4.2709  O106 1.320, O108 1.238, O109 1.313
108 O -5.7986 2.1687 -3.9708  C107 1.238
109 O -3.5659 1.5451 -3.9397  C107 1.313, C110 1.374
110 C -3.1850 2.6105 -3.1607  O109 1.374, H114 1.090, H115 1.090, H116 1.090
111 H -5.9125 -0.8068 -6.3054  C105 1.090
112 H -6.6299 0.7852 -6.3306  C105 1.090
113 H -6.9098 -0.2227 -4.9332  C105 1.090
114 H -3.8690 2.6226 -2.3120  C110 1.090
115 H -3.2430 3.5708 -3.6729  C110 1.090
116 H -2.1355 2.5763 -2.8685  C110 1.090
117 C -0.8807 6.2828 -0.6680  O118 1.390, H123 1.090, H124 1.090, H125 1.090
118 O -0.1193 5.2647 -0.1068  C117 1.390, C119 1.359
119 C 0.9434 4.7629 -0.7900  O118 1.359, O120 1.196, O121 1.360
120 O 1.1866 4.9845 -1.9397  C119 1.196
121 O 1.6693 3.9108 -0.0185  C119 1.360, C122 1.390
122 C 2.9549 3.5885 -0.4365  O121 1.390, H126 1.090, H127 1.090, H128 1.090
123 H -1.3724 6.0616 -1.6153  C117 1.090
124 H -0.1768 7.0773 -0.9159  C117 1.090
125 H -1.5462 6.7169 0.0782  C117 1.090
126 H 3.7541 4.2095 -0.0318  C122 1.090
127 H 3.0994 3.5073 -1.5138  C122 1.090
128 H 3.0917 2.5787 -0.0497  C122 1.090
129 C 1.2659 3.2385 -4.9178  O130 1.369, H135 1.090, H136 1.090, H137 1.090
130 O 1.4438 3.2813 -6.2744  C129 1.369, C131 1.353
131 C 1.3102 2.1691 -7.0331  O130 1.353, O132 1.200, O133 1.329
132 O 0.9755 1.0672 -6.6954  C131 1.200
133 O 1.7259 2.4926 -8.2534  C131 1.329, C134 1.474
134 C 1.8543 1.4813 -9.3183  O133 1.474, H138 1.090, H139 1.090, H140 1.090
135 H 1.9664 2.5783 -4.4064  C129 1.090
136 H 0.2573 3.0081 -4.5748  C129 1.090
137 H 1.3953 4.2536 -4.5424  C129 1.090
138 H 2.8058 0.9538 -9.2522  C134 1.090
139 H 1.9994 1.9695 -10.2820  C134 1.090
140 H 1.0887 0.7064 -9.2802  C134 1.090

---

(3)
Entry from the OMol25 dataset: a 2-piece molecular cluster, C2HClO3 overall in a non-equilibrium geometry (wB97M-V/def2-TZVPD).

The LUMO energy is 0.40 eV. Its charge is 0. As for the multiplicity: 1. Its energy above the lowest of the compared OMol25 structures with the same formula, charge and spin is 0.4512 eV. For the HOMO-LUMO gap, the calculation gives 11.46 eV. The SMILES is O=C=O.O=CCl.

Bonds (Å) are listed after each position.
Element x y z (Å)
1 C -1.9609 -0.3185 -0.1959  O3 1.149, O4 1.147
2 C 1.4673 -0.0203 0.2408  O5 1.179, Cl6 1.708, H7 1.127
3 O -2.8838 0.1720 -0.6736  C1 1.149
4 O -0.9283 -0.6705 0.1594  C1 1.147
5 O 1.5457 -0.4020 1.3531  C2 1.179
6 Cl 1.1445 1.6280 -0.0702  C2 1.708
7 H 1.6156 -0.3886 -0.8135  C2 1.127

---

(4)
Entry from the OMol25 dataset: an isolated ion of composition C5H4NO3 and charge -1 in a non-equilibrium geometry (wB97M-V/def2-TZVPD).

The LUMO energy (alpha / beta) is 3.96 / 3.96 eV. Its charge is -1. As for the multiplicity: 1. Its energy above the lowest of the compared OMol25 structures with the same formula, charge and spin is 6.7662 eV. For the HOMO-LUMO gap (alpha / beta), the calculation gives 6.69 / 6.68 eV. The SMILES is [O-]N1C=C[C@]2(O)OC2=C1.

Bonds (Å) are listed after each position.
Element x y z (Å)
1 C -0.0065 0.9563 0.6037  C2 1.325, C5 1.746, H10 1.081
2 C -1.1513 0.6373 0.0170  C1 1.325, N6 1.457, H11 1.119
3 C -0.3710 -1.0398 -1.4962  C4 1.445, N6 1.326, H12 1.015
4 C 0.9450 -1.1425 -0.9071  C3 1.445, C5 1.535, O8 1.522
5 C 1.3056 -0.1107 0.1709  C1 1.746, C4 1.535, O8 1.373, O9 1.458
6 N -1.4086 -0.4525 -0.9159  C2 1.457, C3 1.326, O7 1.268
7 O -2.6433 -0.7293 -1.0037  N6 1.268
8 O 1.9267 0.0126 -1.0475  C4 1.522, C5 1.373
9 O 2.2402 -0.4429 1.2400  C5 1.458, H13 0.953
10 H 0.0988 1.6988 1.3822  C1 1.081
11 H -2.0072 1.2909 0.3206  C2 1.119
12 H -0.7429 -1.7114 -2.1604  C3 1.015
13 H 2.7326 -1.2003 0.9360  O9 0.953